1.
{
  "formula": "C35H33N3O4Pd",
  "method": "ωB97M-V/def2-TZVPD",
  "energy_ha": -1946.6005,
  "total_charge": -2,
  "e_above_lowest_ev": 0.1069,
  "homo_lumo_gap_ev": 4.66,
  "homo_ev": -0.074,
  "species": ["H", "C", "H", "C", "C", "C", "H", "H", "C", "H", "H", "C", "H", "C", "H", "C", "C", "H", "H", "Pd", "C", "C", "H", "H", "O", "C", "C", "C", "H", "C", "C", "H", "C", "C", "C", "C", "H", "O", "H", "C", "C", "C", "H", "C", "O", "H", "C", "H", "H", "H", "O", "C", "N", "C", "C", "C", "H", "C", "C", "C", "H", "H", "H", "H", "H", "H", "C", "N", "H", "N", "H", "H", "C", "H", "C", "H"],
  "xyz": [[-1.423, -3.235, -0.454], [5.519, 3.446, 1.656], [-3.399, -1.721, 2.394], [1.874, 1.085, 1.863], [3.217, 1.845, 1.844], [1.039, 1.809, 5.559], [-0.577, 0.302, -1.885], [2.884, -0.688, 2.699], [-3.747, 1.891, 1.085], [-5.399, -2.596, -3.959], [1.297, 4.092, -4.085], [-0.279, -2.694, 3.764], [-1.968, -3.691, 2.871], [-4.229, 1.565, 2.332], [-4.435, -0.024, 3.787], [-4.089, 0.242, 2.793], [-3.137, 0.924, 0.262], [0.874, 2.188, -3.351], [-3.311, -1.693, -2.867], [-1.012, 0.446, 0.825], [-3.491, -0.712, 2.007], [1.748, 1.475, 4.413], [-2.921, 1.139, -0.781], [6.608, 1.608, 1.811], [-1.892, -1.030, -1.352], [4.484, 1.283, 1.883], [-1.933, -2.726, 0.369], [-0.296, 2.183, 5.463], [-3.831, 2.906, 0.713], [0.768, -1.828, 3.527], [0.945, -1.325, 2.235], [2.792, 1.189, 4.493], [0.213, 4.262, -4.074], [-2.644, -1.514, -0.356], [5.629, 2.075, 1.786], [-2.996, -0.419, 0.702], [4.146, 5.096, 1.500], [-0.304, 4.276, -2.766], [2.131, 3.662, 1.627], [-5.019, -2.581, -0.135], [-3.977, -2.089, -0.919], [-6.182, -3.075, -0.706], [0.753, 0.904, -1.079], [-0.399, 3.092, -2.042], [-1.001, 3.104, -1.009], [6.407, 4.064, 1.582], [2.132, -0.456, 1.937], [4.601, 0.213, 1.976], [1.444, -1.526, 4.316], [-4.927, -2.561, 0.944], [1.195, 1.413, 0.751], [1.141, 1.509, 3.162], [0.335, 0.760, -2.010], [4.250, 4.023, 1.611], [-4.138, -2.101, -2.298], [-6.327, -3.088, -2.089], [-0.440, -3.105, 4.755], [-5.297, -2.597, -2.878], [-1.131, -3.020, 2.721], [-0.185, 1.907, 3.076], [-1.949, 2.513, 4.119], [1.528, 1.776, 6.528], [-0.639, 1.963, 2.085], [-6.981, -3.441, -0.070], [-7.236, -3.469, -2.542], [-4.690, 2.318, 2.961], [3.123, 3.233, 1.696], [0.099, -1.620, 1.243], [0.021, 5.251, -4.492], [0.186, 2.016, -2.639], [-0.275, 3.506, -4.696], [-2.664, -3.424, 0.796], [-0.942, -2.436, 1.470], [2.524, -0.727, 0.954], [-0.906, 2.236, 4.217], [-0.858, 2.438, 6.356]]
}

2.
{
  "formula": "C2H2ClO2",
  "method": "ωB97M-V/def2-TZVPD",
  "energy_ha": -687.6932,
  "total_charge": 1,
  "e_above_lowest_ev": 0.9426,
  "homo_lumo_gap_ev": 6.96,
  "homo_ev": -13.624,
  "species": ["C", "Cl", "H", "C", "O", "H", "O"],
  "xyz": [[-1.458, 0.102, 1.368], [1.380, 1.208, -1.906], [-1.433, -0.654, 2.247], [2.118, -0.189, -1.904], [2.518, -1.246, -1.759], [-2.541, 0.475, 1.372], [-0.585, 0.302, 0.583]]
}

3.
{
  "formula": "C2H6IP",
  "method": "ωB97M-V/def2-TZVPD",
  "energy_ha": -718.7106,
  "e_above_lowest_ev": 2.4820,
  "homo_lumo_gap_ev": [7.57, 7.83],
  "homo_ev": [-8.377, -8.266],
  "species": ["H", "H", "H", "P", "I", "H", "H", "C", "C", "H"],
  "xyz": [[0.087, -1.231, 0.516], [-1.152, -1.488, 1.736], [-1.824, 0.649, -0.702], [-1.438, 0.688, 0.645], [2.028, 2.776, -0.374], [2.090, 0.069, -0.148], [0.973, 0.570, -1.561], [-0.974, -1.116, 0.729], [1.749, 0.792, -0.858], [-1.539, -1.710, 0.018]]
}

4.
{
  "formula": "C46H36IN2O3P2PdS",
  "method": "ωB97M-V/def2-TZVPD",
  "energy_ha": -3616.1954,
  "total_charge": -1,
  "e_above_lowest_ev": 0.4071,
  "homo_lumo_gap_ev": 4.87,
  "homo_ev": -2.698,
  "species": ["C", "C", "H", "C", "C", "H", "S", "C", "H", "H", "H", "H", "C", "O", "C", "P", "C", "C", "H", "H", "C", "C", "H", "H", "C", "C", "C", "H", "C", "H", "C", "C", "H", "C", "C", "C", "C", "Pd", "H", "C", "C", "H", "C", "H", "C", "H", "C", "N", "H", "H", "H", "H", "H", "O", "C", "C", "C", "H", "H", "C", "C", "N", "C", "H", "H", "H", "H", "H", "C", "H", "C", "C", "C", "H", "C", "C", "H", "C", "O", "C", "I", "C", "C", "H", "C", "H", "P", "H", "C", "H", "C", "C"],
  "xyz": [[-0.457, -5.245, -2.156], [-2.469, 1.119, 2.559], [-5.311, 4.338, -0.015], [3.698, -5.120, 0.796], [0.252, -2.600, -2.728], [-0.065, 2.075, -7.025], [1.396, 0.548, 1.021], [-2.753, 2.050, -0.074], [-4.681, 0.991, 5.760], [-0.867, -6.245, -1.937], [-2.337, 1.664, 5.927], [-2.364, -3.440, 2.148], [-3.983, 2.002, -2.131], [0.090, 0.519, -2.492], [-0.608, 3.999, 1.311], [-1.598, 1.333, 1.030], [3.630, 0.986, -0.623], [-4.868, 2.969, -1.600], [1.870, 4.008, -2.873], [-0.884, 1.766, 3.841], [-0.565, -1.510, 4.044], [2.877, -4.261, 2.953], [-0.395, -3.087, -4.759], [5.527, 0.973, -1.692], [0.689, 1.616, -2.481], [-0.469, -4.788, -3.475], [2.535, 0.160, -0.343], [3.014, 2.678, 1.741], [0.367, 2.517, -6.143], [0.449, -1.563, -2.881], [-0.323, 2.637, 1.167], [-0.234, -3.449, -3.738], [4.298, -5.911, 2.639], [-2.897, 1.581, -1.397], [0.401, -3.121, -1.436], [-1.841, -2.912, 2.941], [3.678, -5.157, 2.184], [-0.595, -0.935, 1.212], [-4.123, 1.593, -3.137], [-4.514, 0.471, 3.635], [1.446, 3.608, -3.815], [0.198, -0.721, 4.135], [4.407, -0.794, -2.094], [-2.554, -3.896, 4.756], [-4.041, 0.985, 4.846], [-5.498, -0.018, 3.599], [-1.133, -2.349, 4.966], [-1.071, -1.841, 2.835], [3.223, -2.600, -2.175], [-5.710, 3.348, -2.210], [2.806, -4.237, -0.958], [-0.449, 0.994, -4.861], [2.188, 5.179, -5.024], [1.303, 2.173, -1.513], [1.087, 3.688, -6.189], [2.414, -1.124, -0.795], [-2.723, 1.421, 4.946], [0.109, -4.753, -0.133], [5.128, -1.161, -2.811], [2.884, -4.186, 0.124], [0.002, -4.425, -1.146], [-1.905, -3.258, 4.261], [2.177, -3.270, 2.252], [-0.751, -5.465, -4.299], [-4.167, 0.284, 1.524], [1.673, -2.502, 2.824], [2.774, -4.324, 4.065], [-1.634, 4.381, 1.206], [0.165, 1.894, -4.886], [-3.527, 3.297, 1.472], [1.650, 4.236, -5.014], [4.616, 0.448, -1.455], [-3.766, 0.596, 2.484], [4.315, -5.836, 0.258], [2.029, 3.150, 1.551], [1.725, 4.489, 1.719], [3.680, 2.008, -0.243], [-4.642, 3.515, -0.354], [2.098, 0.184, 2.292], [1.021, 2.281, 1.175], [1.162, 4.837, -8.018], [0.413, 4.900, 1.561], [-3.604, 3.035, 0.420], [-0.973, -2.328, 6.031], [3.316, -1.590, -1.758], [0.189, 5.973, 1.762], [1.109, -2.166, -0.098], [2.524, 5.205, 1.921], [2.079, -3.309, 0.851], [-2.158, 0.958, -1.822], [-1.923, 1.460, 3.800], [0.750, 2.369, -3.733]]
}

5.
{
  "formula": "C3H9ClO5PV",
  "method": "ωB97M-V/def2-TZVPD",
  "energy_ha": -2241.1270,
  "total_charge": 1,
  "e_above_lowest_ev": 0.1028,
  "homo_lumo_gap_ev": [3.11, 4.00],
  "homo_ev": [-12.505, -12.507],
  "s_squared": 0.863,
  "multiplicity": 2,
  "species": ["C", "H", "O", "H", "O", "O", "H", "H", "V", "Cl", "H", "C", "H", "P", "O", "H", "O", "H", "H", "C"],
  "xyz": [[-0.232, 0.831, 2.377], [-0.588, 0.090, 3.093], [-0.034, 0.807, -0.635], [0.048, 1.643, 3.048], [2.315, -0.473, -0.295], [-6.095, -1.132, -0.481], [-1.527, -0.555, -1.175], [3.140, -1.373, -1.886], [-5.821, -1.338, 1.059], [-3.290, -1.031, 1.160], [2.339, -0.018, -2.381], [2.944, -0.358, -1.540], [-0.153, -0.088, -2.360], [1.410, 0.804, 0.241], [2.064, 2.112, 0.284], [0.200, -1.151, -1.067], [0.917, 0.227, 1.698], [-0.980, 1.061, 1.618], [3.815, 0.284, -1.409], [-0.473, -0.341, -1.349]]
}

6.
{
  "formula": "C5H14NSi",
  "method": "ωB97M-V/def2-TZVPD",
  "energy_ha": -542.7478,
  "total_charge": 1,
  "e_above_lowest_ev": 5.4468,
  "homo_lumo_gap_ev": [7.68, 7.68],
  "homo_ev": [-13.560, -13.561],
  "species": ["H", "H", "H", "H", "C", "H", "H", "H", "C", "H", "Si", "H", "H", "H", "N", "H", "H", "H", "C", "C", "C"],
  "xyz": [[0.231, -1.103, -1.302], [-1.969, -0.857, 0.708], [1.815, 2.202, -0.452], [2.118, 0.002, -1.512], [-1.399, -0.608, -0.200], [-2.478, 2.048, -0.407], [-0.559, 1.051, -0.982], [0.525, -1.889, 1.570], [-0.188, -1.522, -0.495], [3.788, 0.594, 0.003], [2.385, 0.876, -0.413], [1.536, -2.173, 0.329], [-1.227, 2.488, 0.769], [-0.554, -2.488, -0.779], [-1.013, 0.698, -0.192], [-2.477, 1.184, 0.890], [1.075, 0.302, 1.755], [-2.063, -0.915, -1.075], [1.353, -0.121, 0.818], [-1.828, 1.708, 0.265], [0.929, -1.477, 0.701]]
}

7.
{
  "formula": "C26H29N7Ru",
  "method": "ωB97M-V/def2-TZVPD",
  "energy_ha": -1485.3854,
  "total_charge": 3,
  "e_above_lowest_ev": 0.0000,
  "homo_lumo_gap_ev": [7.77, 7.58],
  "homo_ev": [-17.319, -17.393],
  "s_squared": 0.754,
  "multiplicity": 2,
  "species": ["H", "H", "H", "C", "H", "C", "H", "H", "H", "H", "N", "N", "H", "H", "C", "C", "C", "C", "H", "N", "C", "N", "H", "H", "C", "C", "H", "C", "H", "C", "C", "H", "H", "H", "C", "Ru", "H", "C", "C", "C", "C", "N", "H", "C", "C", "C", "C", "H", "N", "H", "H", "C", "H", "N", "C", "H", "C", "C", "H", "H", "C", "H", "H"],
  "xyz": [[-2.180, 5.017, -2.188], [0.204, -2.661, 0.256], [3.190, -2.480, 2.015], [2.791, -1.960, -0.752], [1.627, 2.535, 1.518], [-1.384, 4.563, -1.613], [4.942, -4.256, -1.944], [1.722, 5.248, -0.401], [-2.719, -0.465, -2.917], [1.661, -3.287, 3.447], [-1.759, 0.916, -1.627], [2.613, -1.184, -1.836], [4.654, -2.801, -3.950], [0.690, -0.512, 1.915], [4.131, -2.590, -3.029], [3.603, -3.074, -0.744], [-2.234, -0.900, 2.317], [-4.408, -0.611, 3.272], [-2.977, 2.431, -2.553], [-0.066, -0.836, 1.307], [1.238, -2.696, 2.643], [-0.445, 2.707, -0.509], [3.714, -3.692, 0.136], [3.118, -0.858, -3.804], [-0.926, -1.557, 2.200], [0.695, 3.366, -0.240], [-0.175, 6.330, -1.565], [3.276, -1.502, -2.948], [-3.578, 1.845, 1.118], [1.753, 2.504, 0.433], [2.163, -2.238, 1.763], [2.767, 2.831, 0.198], [2.390, 0.311, 1.755], [-5.201, -0.936, 3.931], [-0.249, 5.291, -1.270], [-0.535, 0.727, 0.151], [-1.045, 1.036, -2.346], [1.999, -1.454, 0.446], [-2.507, 2.200, -1.595], [-3.234, -1.343, 3.165], [-3.504, 0.933, 1.697], [-2.374, 0.235, 1.562], [-5.428, 1.163, 2.602], [-4.539, 0.554, 2.533], [-0.238, -2.525, 2.818], [-1.378, -1.499, -1.500], [0.511, -1.615, 0.204], [-1.805, -2.113, -0.706], [-0.094, -0.934, -0.982], [1.783, 1.017, -0.995], [0.638, -0.824, -1.698], [0.819, 4.691, -0.606], [-3.294, 2.138, -0.839], [1.539, 1.080, -0.003], [-2.401, -0.385, -1.875], [-0.711, -3.153, 3.562], [2.414, 0.070, 0.690], [-1.446, 3.239, -1.227], [-3.091, -2.246, 3.742], [-3.288, -0.458, -1.246], [4.291, -3.394, -1.914], [3.446, 0.213, 0.368], [-1.166, -2.154, -2.345]]
}

8.
{
  "formula": "C17H45N9O4P3",
  "method": "ωB97M-V/def2-TZVPD",
  "energy_ha": -2492.2036,
  "total_charge": -1,
  "e_above_lowest_ev": 0.0000,
  "homo_lumo_gap_ev": 5.01,
  "homo_ev": -3.919,
  "species": ["H", "O", "H", "N", "C", "P", "H", "H", "H", "H", "O", "H", "H", "H", "H", "C", "H", "H", "C", "H", "H", "H", "H", "H", "H", "P", "H", "C", "C", "H", "H", "H", "C", "C", "H", "C", "C", "H", "C", "C", "H", "P", "H", "H", "H", "H", "H", "C", "O", "H", "H", "H", "N", "O", "H", "N", "H", "H", "H", "H", "H", "H", "H", "C", "H", "H", "C", "C", "H", "H", "N", "N", "N", "N", "N", "C", "N", "C"],
  "xyz": [[-1.979, -0.829, -4.540], [-4.479, -0.539, -4.990], [4.446, 5.009, 6.282], [4.202, 2.276, 3.989], [1.547, -0.582, 0.246], [-4.402, -2.070, -4.961], [2.784, -2.320, -0.825], [-0.852, 0.669, 0.718], [-4.523, -1.904, -1.849], [-1.524, -3.160, 1.492], [1.726, -1.210, 1.633], [4.188, 0.235, 3.385], [0.284, -3.192, 1.755], [6.786, 3.268, 3.951], [1.087, 2.853, -0.334], [5.585, 4.640, 2.051], [-7.905, -1.585, -5.571], [3.009, 3.975, 6.567], [4.427, 1.760, 5.317], [4.429, 2.525, 6.087], [-3.962, -3.580, -2.160], [-2.756, -0.163, -3.093], [-3.312, -3.571, -6.987], [1.583, -3.614, -0.537], [-6.477, -1.272, -6.537], [0.535, 0.973, 0.506], [6.387, 5.382, 1.988], [6.250, 4.172, 4.274], [-4.004, -4.263, -6.493], [-4.941, -4.269, -7.067], [5.948, 3.693, 1.632], [-6.254, -2.737, -2.657], [4.311, 1.230, 2.971], [-6.942, -2.005, -5.871], [1.690, -2.801, -2.169], [3.032, -1.194, 1.856], [-0.390, -2.016, -0.046], [3.681, 1.005, 5.598], [-0.529, -3.171, 0.990], [3.380, 4.889, 6.088], [-7.136, -2.913, -6.459], [3.476, 3.744, 3.486], [0.955, 4.900, 4.957], [4.770, 4.998, 1.413], [-5.196, -4.661, -3.390], [-5.962, -5.066, -4.928], [-0.442, -4.145, 0.432], [1.733, -2.638, -1.062], [-1.425, -1.495, -0.421], [1.501, 5.665, 3.456], [-4.429, -5.812, -4.441], [-7.608, -3.222, -3.632], [3.071, 4.931, 4.673], [2.059, 3.179, 3.379], [6.954, 5.009, 4.239], [4.142, -1.472, 1.891], [-7.367, -1.504, -3.246], [1.700, 6.515, 4.970], [5.995, 4.046, 5.322], [5.293, 1.275, 2.482], [-2.865, -2.393, -1.563], [2.915, 5.723, 6.620], [1.069, 1.611, 1.661], [-2.350, -1.076, -3.543], [5.418, 1.293, 5.363], [3.550, 1.342, 2.194], [1.740, 5.523, 4.511], [-6.851, -2.437, -3.511], [-1.482, -1.390, -2.962], [-3.552, -5.258, -6.549], [-4.225, -3.854, -5.103], [0.848, -1.546, -0.613], [5.117, 4.475, 3.431], [-3.353, -2.151, -3.607], [-6.091, -2.309, -4.731], [-3.709, -2.521, -2.247], [0.666, 2.002, -0.724], [-4.997, -4.877, -4.435]]
}